75
Properties=species:S:1:pos:R:3:mulliken_charge:R:1 method="wB97M-V/def2-TZVPD" total_energy_ev=-80409.500 homo_energy_ev=-4.21 relative_energy_kcal_mol=14.4 total_charge=-1 multiplicity=1 lumo_ev=2.32
Sc -0.756 0.824 -0.629 -0.30
S 0.420 -7.020 4.529 -0.15
O 0.003 3.557 -2.292 -0.31
O -1.979 2.676 -2.829 -0.69
O 0.521 2.031 0.588 -0.11
O -2.461 1.269 0.378 -0.37
O 0.570 0.207 -2.014 -0.47
O 0.195 -7.319 7.092 -0.56
N 2.522 2.326 1.631 0.14
N 0.974 4.078 1.450 0.15
N -2.021 -0.229 -1.974 0.63
N -1.290 -0.686 -3.062 -0.72
C -3.679 1.086 0.028 0.97
C 0.810 -0.796 -4.145 0.35
C 1.296 2.773 1.182 0.41
C -0.965 -3.737 2.654 -0.50
C 2.009 -0.115 -4.341 -0.48
C 1.436 -3.700 2.419 -0.44
C -4.720 1.657 0.992 -1.65
C 0.398 -6.504 6.229 0.69
C 2.434 -1.382 -6.328 -0.33
C -0.353 4.500 1.029 -0.89
C 2.868 0.971 1.226 -0.95
C -0.051 4.221 -3.538 -0.89
C -0.202 -0.925 0.742 -0.77
C -3.954 -0.512 -3.437 -1.38
C 0.038 -1.927 1.402 -0.06
C -0.018 -0.411 -2.978 0.51
C -1.072 2.658 -1.999 0.84
C 0.700 -5.053 6.468 -0.97
C -0.880 -4.913 3.364 -0.24
C -3.306 -0.101 -2.138 1.29
C 1.248 -2.074 -6.133 -0.67
C 0.190 -3.108 2.159 0.68
C 1.520 -4.879 3.133 -0.27
C 1.959 5.136 1.386 -1.16
C -4.121 0.446 -1.111 -1.16
C 2.812 -0.400 -5.427 -0.68
C 0.439 -1.787 -5.049 -0.21
C 2.962 2.656 2.972 -1.24
C 0.366 -5.479 3.615 -0.52
H 1.771 5.859 2.185 0.30
H 0.537 -4.813 7.517 0.32
H 2.964 4.738 1.485 0.42
H 2.479 -5.345 3.315 0.46
H -3.669 -1.534 -3.687 0.29
H -3.573 0.139 -4.223 0.29
H 3.736 0.146 -5.577 0.37
H -0.489 -2.313 -4.888 0.45
H 2.273 0.650 -3.625 0.40
H 0.972 4.373 -3.885 0.23
H 0.088 -4.417 5.833 0.32
H -5.188 0.412 -1.282 0.18
H -4.879 2.715 0.785 0.30
H -4.333 1.569 2.005 0.32
H -5.037 -0.429 -3.384 0.40
H 0.960 -2.843 -6.840 0.37
H -1.066 3.703 1.240 0.23
H 2.335 -3.228 2.045 0.47
H 2.325 0.224 1.815 0.36
H -5.669 1.134 0.918 0.40
H 2.796 1.804 3.639 0.36
H -0.563 5.187 -3.448 0.28
H -0.608 3.604 -4.253 0.32
H 4.030 2.892 2.973 0.32
H 3.943 0.837 1.357 0.32
H -0.617 5.398 1.589 0.33
H -1.926 -3.284 2.458 0.50
H -1.770 -5.406 3.729 0.39
H 1.745 -4.873 6.215 0.27
H -0.384 4.704 -0.045 0.26
H 2.404 3.503 3.361 0.43
H 1.886 5.656 0.425 0.33
H 2.599 0.830 0.180 0.15
H 3.065 -1.611 -7.177 0.36

34
Properties=species:S:1:pos:R:3:mulliken_charge:R:1 method="wB97M-V/def2-TZVPD" total_energy_ev=-51958.178 homo_energy_ev=-3.50 relative_energy_kcal_mol=0.0 total_charge=-1 multiplicity=1 lumo_ev=0.46
S -0.918 -3.132 0.716 -0.56
S 1.102 -2.397 -1.197 -0.53
O 2.436 0.009 3.222 -0.39
O -2.854 -3.621 -3.776 -0.71
O -0.724 2.060 -1.153 -0.63
O 0.102 0.797 -2.717 -0.56
O -4.670 -3.434 -2.377 -0.11
N -5.807 0.214 1.083 -0.53
N -5.014 -2.514 -1.495 -0.69
N -0.781 1.070 -1.894 1.05
N -3.505 -3.004 -2.899 0.88
N 1.301 -1.840 1.385 0.05
C -2.958 0.493 -0.879 -0.46
C 0.555 -2.414 0.382 0.34
C -3.082 -1.796 -2.373 0.45
C -5.010 -0.042 0.276 -0.08
C -1.932 0.190 -1.795 -0.28
C -4.093 -1.528 -1.459 0.74
C 1.102 -0.447 3.414 -0.49
C 2.796 0.061 1.848 -0.46
C -1.993 -0.953 -2.560 -0.43
C 2.670 -1.314 1.199 -0.62
C -4.035 -0.337 -0.676 0.12
C 0.895 -1.832 2.804 -0.60
H 0.429 0.292 2.963 0.30
H -2.877 1.408 -0.316 0.61
H -1.204 -1.195 -3.256 0.56
H 0.899 -0.445 4.492 0.31
H 2.139 0.787 1.357 0.27
H 3.820 0.452 1.784 0.31
H 2.922 -1.281 0.132 0.34
H -0.149 -2.150 2.888 0.34
H 1.510 -2.572 3.326 0.24
H 3.359 -2.018 1.678 0.26

65
Properties=species:S:1:pos:R:3:mulliken_charge:R:1 method="wB97M-V/def2-TZVPD" total_energy_ev=-103820.880 homo_energy_ev=-11.87 total_charge=+2 multiplicity=1 lumo_ev=-7.30
In 0.131 -0.021 0.012 -0.36
S -0.141 -2.724 1.182 0.15
S 1.536 2.425 0.976 0.41
S 0.441 -1.935 -2.147 0.33
S 0.088 1.794 -2.087 0.31
S -1.177 4.718 -0.019 -0.13
S -1.964 0.093 1.839 0.23
S -2.414 -0.335 -1.483 0.27
N 2.355 -0.552 0.486 0.99
C 2.684 -0.779 1.795 0.55
C -0.958 -1.850 -3.287 -1.10
C -2.343 -1.716 -2.661 -0.94
C -3.561 -0.136 1.000 -1.01
C -3.524 -1.020 -0.235 -0.53
C -0.596 -3.769 -0.235 -0.54
C -1.491 2.701 -1.960 -1.04
C 2.275 2.695 -0.646 -0.46
C 3.995 -1.252 1.862 -1.18
C 1.017 4.048 1.623 -0.99
C 4.464 -1.331 0.553 -0.90
C -1.857 -1.390 2.880 -0.87
C -1.640 -2.741 2.196 -0.87
C 3.506 -0.691 -1.762 -1.30
C 0.374 -3.582 -1.393 -1.04
C -0.486 4.305 1.606 -0.46
C 1.738 -0.576 2.930 -0.92
C -1.917 3.140 -0.563 0.70
C 3.437 -0.870 -0.280 0.10
C 1.311 3.095 -1.744 -0.80
H -3.066 -1.520 -3.452 0.55
H 1.862 3.275 -2.667 0.57
H 4.508 -1.524 2.771 0.55
H -0.731 -0.976 -3.898 0.39
H 0.761 3.992 -1.475 0.30
H 5.438 -1.649 0.215 0.56
H 3.750 -1.636 -2.253 0.39
H 2.570 -0.313 -2.172 0.21
H -2.996 3.305 -0.570 0.63
H 1.239 -1.519 3.185 0.20
H 1.396 -3.758 -1.054 0.45
H 0.145 -4.291 -2.187 0.57
H -3.894 0.872 0.750 0.40
H -1.510 -3.494 2.972 0.54
H -3.177 -2.021 0.010 -0.17
H 1.360 4.042 2.657 0.52
H -4.250 -0.551 1.735 0.58
H 0.970 0.167 2.677 -0.02
H 2.267 -0.249 3.824 0.52
H -0.920 -2.733 -3.925 0.62
H -2.220 1.999 -2.353 0.48
H 2.744 1.737 -0.875 -0.35
H 4.314 -0.004 -2.029 0.37
H -4.522 -1.088 -0.669 0.58
H -1.621 -3.536 -0.521 0.05
H -2.772 -1.434 3.473 0.61
H 3.060 3.443 -0.538 0.77
H 1.567 4.814 1.078 0.45
H -0.550 -4.807 0.094 0.52
H -1.684 2.372 0.175 -1.00
H -0.698 5.168 2.238 0.50
H -2.481 -3.041 1.574 0.48
H -1.035 3.452 2.005 0.11
H -1.032 -1.165 3.556 0.37
H -1.431 3.544 -2.649 0.59
H -2.646 -2.621 -2.139 0.49

15
Properties=species:S:1:pos:R:3:mulliken_charge:R:1 method="wB97M-V/def2-TZVPD" total_energy_ev=-8292.049 homo_energy_ev=-8.87 relative_energy_kcal_mol=68.0 multiplicity=1 lumo_ev=0.82
N 0.316 0.665 -0.253 0.01
N 2.151 -1.755 1.374 -0.41
C -0.483 1.555 0.470 -0.53
C 1.972 -0.933 0.581 0.33
C -1.457 -1.084 -0.028 -1.15
C 1.609 0.136 -0.401 -0.44
C -1.034 0.368 -0.431 -0.05
H -2.457 -1.366 -0.376 0.35
H -1.402 -1.321 1.042 0.33
H -0.694 1.502 1.545 0.23
H -0.785 -1.837 -0.494 0.26
H -1.516 0.705 -1.363 0.28
H 1.694 -0.255 -1.425 0.25
H -0.271 2.614 0.193 0.24
H 2.300 0.984 -0.321 0.30